This record from OMol25 describes a molecular structure, C2H42O21Y at a distorted geometry. The level of theory is ωB97M-V/def2-TZVPD.

Last column: Löwdin charge in e.
Element x y z (Å)
Y  2.339  -0.431  -0.553  1.5869
O  0.938  -0.023  1.029  -0.3897
C  -0.361  -0.268  0.659  -0.2734
C  -0.449  0.452  -0.695  -0.2631
O  0.402  -0.272  -1.520  -0.4158
H  -1.009  0.208  1.332  0.0797
H  -0.511  -1.304  0.570  0.1046
H  0.002  1.434  -0.715  0.1053
H  -1.421  0.518  -1.117  0.0870
O  3.344  -1.469  1.225  -0.0542
H  3.494  -1.074  2.067  0.0823
H  3.733  -2.322  1.361  0.0910
O  2.517  -1.139  -3.032  -0.0814
H  3.019  -1.694  -3.654  0.0974
H  1.662  -0.864  -3.426  0.0894
O  -3.075  1.419  2.226  -0.0279
H  -2.777  1.912  2.971  0.0272
H  -2.452  0.735  1.974  -0.0161
O  -3.309  -1.529  2.112  -0.0098
H  -3.984  -2.175  2.196  0.0553
H  -3.524  -1.227  1.253  -0.0164
O  -1.205  -2.419  -1.485  -0.0327
H  -0.907  -2.788  -2.291  0.0551
H  -0.667  -1.595  -1.471  0.0112
O  -3.415  1.445  -2.255  -0.0286
H  -4.173  1.899  -2.636  0.0744
H  -3.120  2.062  -1.579  0.0525
O  1.311  -3.639  1.978  -0.0355
H  1.471  -3.355  1.059  0.0087
H  1.168  -4.562  1.795  0.0651
O  -0.058  3.981  -2.751  -0.0261
H  -0.843  4.517  -2.779  0.0661
H  0.135  3.829  -1.830  -0.0046
O  -3.475  -0.805  -0.673  -0.0614
H  -2.729  -1.364  -0.944  0.0108
H  -3.416  -0.004  -1.249  0.0074
O  2.490  1.444  -1.932  -0.0901
H  3.099  1.762  -2.613  0.1121
H  2.170  2.239  -1.479  0.0200
O  1.671  3.687  -0.537  -0.0050
H  2.337  4.184  -0.929  0.0529
H  1.759  3.613  0.436  0.0738
O  -0.933  4.199  0.644  -0.0496
H  -1.859  3.968  0.583  0.0383
H  -0.663  3.498  1.237  -0.0374
O  -0.381  1.400  -3.450  -0.0814
H  -0.337  2.346  -3.253  -0.0252
H  -0.020  0.856  -2.719  -0.0354
O  0.652  -1.052  3.387  -0.0314
H  1.345  -0.508  3.756  0.0305
H  0.517  -0.711  2.501  -0.0391
O  0.036  2.246  2.294  -0.0290
H  0.246  1.480  1.749  -0.0068
H  0.837  2.807  2.159  0.0584
O  3.282  1.221  0.760  -0.0732
H  2.943  1.930  1.326  0.0911
H  4.234  1.277  0.930  0.1097
O  1.804  -2.683  -0.791  -0.1000
H  1.129  -3.036  -1.439  0.1231
H  2.593  -3.108  -1.176  0.1032
O  -1.505  -4.368  0.383  -0.0456
H  -1.259  -3.624  -0.097  -0.0776
H  -1.428  -3.994  1.273  -0.0334
O  -1.283  -3.341  2.798  -0.0180
H  -0.397  -3.244  2.433  -0.0135
H  -1.737  -2.575  2.612  -0.0425

Kohn-Sham gap in eV: 7.7
Energy above the lowest of the compared OMol25 structures with the same formula, charge and spin in eV: 0.4289
HOMO energy in eV: -12.099
Total charge: +1
DFT total energy in hartree: -1719.62106
2S+1: 1
LUMO in hartree: -0.163